*w*
DFT (wB97M-V/def2-TZVPD) results for C25H43BClKN4O3S2Si3 as an isolated structure.

Geometry as XYZ:
```
83
C25H43BClKN4O3S2Si3 | the Open Molecules 2025 dataset | wB97M-V/def2-TZVPD
K 0.00 -1.16 0.07
C 3.43 -1.03 -0.66
O 2.23 -0.32 -0.85
Si 2.05 1.33 -0.46
C 3.54 2.16 -1.30
C 2.45 1.42 1.38
C 0.41 1.87 -0.91
Si -0.38 3.11 0.14
C 0.70 4.66 0.44
C -0.92 2.56 1.88
C -1.99 3.82 -0.56
Si 0.05 1.94 -2.69
C 0.94 0.59 -3.69
C 0.62 3.57 -3.52
C -1.75 1.74 -3.23
H 4.27 -0.56 -1.20
H 3.30 -2.05 -1.04
H 3.68 -1.11 0.40
H 4.49 1.83 -0.88
H 3.47 3.25 -1.15
H 3.56 1.98 -2.38
H 3.39 0.89 1.58
H 1.69 0.95 2.01
H 2.57 2.45 1.73
H 1.59 4.41 1.02
H 0.14 5.42 1.01
H 1.02 5.10 -0.50
H -0.31 1.76 2.31
H -1.94 2.18 1.82
H -0.91 3.40 2.58
H -1.86 4.37 -1.50
H -2.40 4.52 0.18
H -2.73 3.04 -0.72
H 2.01 0.51 -3.50
H 0.78 0.79 -4.75
H 0.49 -0.38 -3.46
H 1.70 3.71 -3.39
H 0.12 4.44 -3.08
H 0.40 3.56 -4.59
H -2.23 0.90 -2.72
H -1.77 1.54 -4.30
H -2.36 2.63 -3.05
C 1.16 -2.72 -3.60
N -0.24 -2.96 -3.37
C -1.28 -2.55 -4.19
C -2.42 -2.95 -3.59
N -2.10 -3.62 -2.43
B -3.19 -4.23 -1.47
N -3.21 -3.40 -0.16
C -2.73 -3.85 1.06
C -2.76 -2.83 1.94
N -3.24 -1.73 1.25
C -3.24 -0.37 1.72
C -3.52 -2.09 -0.04
S -4.09 -1.05 -1.25
C -0.76 -3.60 -2.28
S 0.17 -4.17 -0.97
H 1.37 -2.82 -4.66
H 1.73 -3.46 -3.03
H 1.45 -1.72 -3.26
H -1.10 -1.98 -5.08
H -3.44 -2.80 -3.86
H -2.91 -5.37 -1.17
H -4.23 -4.15 -2.07
H -2.36 -4.85 1.15
H -2.37 -2.74 2.94
H -3.91 -0.21 2.58
H -3.59 0.24 0.90
H -2.23 -0.08 2.01
Cl 2.01 -0.14 8.63
C 1.71 -0.55 6.95
C 0.46 -0.30 6.41
C 0.23 -0.63 5.08
C 1.24 -1.20 4.31
C 2.48 -1.43 4.88
C 2.73 -1.11 6.21
C 0.98 -1.55 2.84
O 1.94 -2.00 2.19
O -0.19 -1.34 2.43
H -0.31 0.15 7.02
H -0.73 -0.45 4.62
H 3.25 -1.86 4.25
H 3.70 -1.29 6.66
```

Output
- Total charge: -2
- Highest occupied orbital energy: -2.04 eV

*x*
DFT (wB97M-V/def2-TZVPD) results for C25H43BClKN4O3S2Si3 as an isolated structure.

Geometry as XYZ:
```
83
C25H43BClKN4O3S2Si3 | the Open Molecules 2025 dataset | wB97M-V/def2-TZVPD
K -0.29 0.41 -0.20
C -0.42 -2.58 -2.11
O -0.63 -2.13 -0.82
Si -2.03 -2.44 0.05
C -2.42 -4.32 -0.28
C -3.43 -1.53 -0.89
C -1.69 -1.93 1.78
Si -3.11 -1.22 2.74
C -4.67 -2.35 2.99
C -3.92 0.35 1.99
C -2.67 -0.72 4.54
Si -0.38 -2.86 2.72
C 0.89 -3.78 1.61
C -1.09 -4.24 3.89
C 0.73 -1.79 3.87
H -0.47 -3.67 -2.17
H 0.58 -2.27 -2.44
H -1.15 -2.16 -2.81
H -2.71 -4.54 -1.31
H -3.22 -4.66 0.37
H -1.54 -4.91 -0.05
H -3.56 -1.89 -1.91
H -3.18 -0.47 -0.95
H -4.38 -1.62 -0.38
H -5.08 -2.64 2.02
H -5.47 -1.85 3.54
H -4.43 -3.26 3.52
H -4.68 0.07 1.27
H -3.19 0.95 1.46
H -4.40 0.97 2.74
H -2.26 -1.56 5.08
H -3.54 -0.37 5.10
H -1.93 0.07 4.55
H 0.39 -4.50 0.97
H 1.65 -4.31 2.17
H 1.38 -3.06 0.98
H -1.58 -5.01 3.31
H -1.84 -3.80 4.53
H -0.34 -4.72 4.52
H 0.99 -0.86 3.37
H 1.68 -2.27 4.12
H 0.23 -1.54 4.80
C 4.78 -2.23 0.09
N 5.09 -0.83 0.12
C 6.28 -0.21 -0.17
C 6.08 1.11 0.02
N 4.80 1.33 0.42
B 4.18 2.71 0.79
N 3.53 2.54 2.19
C 3.88 1.60 3.11
C 2.91 1.49 4.04
N 1.94 2.41 3.71
C 0.66 2.56 4.32
C 2.33 3.05 2.57
S 1.52 4.35 1.93
C 4.18 0.13 0.45
S 2.61 -0.28 0.84
H 5.70 -2.81 0.01
H 4.11 -2.46 -0.74
H 4.26 -2.50 1.01
H 7.15 -0.76 -0.49
H 6.76 1.93 -0.11
H 5.09 3.49 0.86
H 3.35 2.99 -0.01
H 4.80 1.05 3.03
H 2.82 0.85 4.90
H 0.77 2.69 5.41
H 0.02 1.69 4.13
H 0.20 3.44 3.88
Cl -6.91 4.47 -4.20
C -5.51 3.67 -3.54
C -5.63 2.97 -2.35
C -4.51 2.35 -1.83
C -3.30 2.40 -2.49
C -3.20 3.11 -3.68
C -4.31 3.76 -4.21
C -2.06 1.76 -1.86
O -1.18 1.33 -2.62
O -2.06 1.72 -0.61
H -6.58 2.93 -1.84
H -4.57 1.81 -0.89
H -2.25 3.14 -4.19
H -4.24 4.32 -5.13
```

Output
- Total charge: -2
- Highest occupied orbital energy: -1.96 eV

Best to worst by energy: *w*, *x*.

*w*
DFT (wB97M-V/def2-TZVPD) results for one molecule with the formula C6H5N3.

Geometry as XYZ:
```
14
C6H5N3 | the Open Molecules 2025 dataset | wB97M-V/def2-TZVPD
H 0.71 2.71 0.67
N 0.95 2.39 -0.24
C 0.80 1.12 -0.36
N 1.12 0.24 -1.52
C 0.48 -0.90 -1.39
C -0.18 -1.01 -0.24
C -1.14 -1.70 0.48
C -1.47 -0.86 1.51
N -0.70 0.38 1.51
C -0.12 0.26 0.39
H 2.27 0.26 -2.00
H 0.70 -1.73 -2.01
H -1.35 -2.69 0.36
H -2.15 -1.02 2.36
```

Output
- Highest occupied orbital energy: -8.41 eV

*x*
DFT (wB97M-V/def2-TZVPD) results for one molecule with the formula C6H5N3.

Geometry as XYZ:
```
14
C6H5N3 | the Open Molecules 2025 dataset | wB97M-V/def2-TZVPD
H 1.79 2.41 1.23
N 2.02 1.79 0.19
C 1.26 0.75 0.34
C 0.49 0.40 1.62
C -0.70 -0.24 1.41
C -0.55 -0.73 0.02
C -1.42 -0.97 -1.14
C -0.44 -0.91 -2.22
N 0.62 -0.24 -1.81
N 0.60 -0.23 -0.42
H 0.90 0.64 2.72
H -1.47 -0.29 2.24
H -2.61 -1.19 -0.94
H -0.50 -1.20 -3.23
```

Output
- Highest occupied orbital energy: -8.73 eV

Best to worst by energy: *w*, *x*.

*w*
DFT (wB97M-V/def2-TZVPD) results for an isolated ion of composition C3H7N3O and charge +2.

Geometry as XYZ:
```
14
C3H7N3O | the Open Molecules 2025 dataset | wB97M-V/def2-TZVPD
C -1.00 0.65 0.10
C -2.30 1.05 -0.21
C 2.33 0.91 -1.29
N 0.11 0.31 0.23
N 1.35 0.05 0.64
N 2.47 0.31 0.00
O 3.46 0.08 0.57
H -3.14 0.23 -0.07
H -2.44 1.49 -1.24
H -2.64 1.94 0.39
H 3.15 1.37 -1.79
H 1.45 1.61 -1.27
H 2.09 0.19 -2.15
H 1.33 -0.38 1.55
```

Output
- Total charge: +2
- Highest occupied orbital energy (alpha / beta): -18.22 / -21.47 eV
- Spin multiplicity: 3

*x*
DFT (wB97M-V/def2-TZVPD) results for C3H7N3O as an isolated structure.

Geometry as XYZ:
```
14
C3H7N3O | the Open Molecules 2025 dataset | wB97M-V/def2-TZVPD
C -1.35 -0.88 -0.01
C -2.72 -0.77 0.00
C 2.38 1.03 -0.05
N -0.20 -0.74 0.07
N 1.56 -1.19 0.02
N 2.55 -0.37 0.00
O 3.60 -0.93 0.00
H -3.06 0.02 -0.69
H -3.10 -0.54 1.01
H -3.17 -1.72 -0.33
H 2.72 1.42 -1.02
H 3.06 1.50 0.67
H 1.35 1.34 0.13
H 1.65 -2.21 0.08
```

Output
- Total charge: +2
- Highest occupied orbital energy (alpha / beta): -20.73 / -21.54 eV
- Spin multiplicity: 3

Best to worst by energy: *x*, *w*.